{"formula": "C9H25Cl4N7O14", "method": "the ωB97M-V functional and the def2-TZVPD basis", "de_lowest_ev": 1.512, "e_lumo_ev": -0.09, "smiles": "C[N+](=O)[O-].C[N+](=O)[O-].C[N+](=O)[O-].C[N+](=O)[O-].C[N+](=O)[O-].C[N+](=O)[O-].C[N+](=O)[O-].ClCCl.ClCCl", "multiplicity": 1, "species": ["C", "N", "O", "O", "H", "H", "H", "C", "N", "O", "O", "H", "H", "H", "C", "N", "O", "O", "H", "H", "H", "C", "N", "O", "O", "H", "H", "H", "C", "N", "O", "O", "H", "H", "H", "C", "N", "O", "O", "H", "H", "H", "C", "N", "O", "O", "H", "H", "H", "Cl", "C", "Cl", "H", "H", "Cl", "C", "Cl", "H", "H"], "xyz": [[2.771, -9.571, 21.123], [3.290, -8.302, 21.659], [2.577, -7.693, 22.478], [4.378, -7.873, 21.248], [1.781, -9.313, 20.746], [2.758, -10.383, 21.850], [3.363, -9.910, 20.273], [5.473, -12.468, 27.749], [6.308, -11.319, 27.451], [6.816, -10.749, 28.367], [6.472, -11.036, 26.248], [4.768, -12.694, 26.948], [4.949, -12.163, 28.654], [6.048, -13.361, 27.993], [13.906, -18.307, 16.966], [13.090, -18.625, 18.181], [12.127, -17.936, 18.424], [13.397, -19.641, 18.747], [14.926, -18.668, 17.096], [13.783, -17.239, 16.788], [13.506, -18.825, 16.094], [10.361, -10.394, 19.391], [11.611, -10.735, 18.655], [12.613, -10.184, 19.085], [11.534, -11.468, 17.704], [9.823, -11.341, 19.436], [9.765, -9.652, 18.859], [10.543, -10.117, 20.429], [2.805, -23.146, 13.940], [3.480, -21.833, 13.868], [3.171, -21.039, 14.755], [4.191, -21.577, 12.945], [2.150, -23.224, 14.807], [3.530, -23.952, 14.059], [2.300, -23.221, 12.977], [0.723, -25.155, 23.273], [1.007, -26.591, 23.319], [0.331, -27.309, 22.600], [1.732, -26.995, 24.191], [-0.311, -25.136, 23.619], [0.871, -24.798, 22.253], [1.431, -24.748, 23.995], [7.108, -15.965, 14.644], [5.794, -15.506, 14.161], [4.886, -15.295, 15.006], [5.682, -15.364, 12.966], [7.723, -16.232, 13.785], [6.957, -16.878, 15.220], [7.620, -15.229, 15.263], [-1.703, -17.046, 18.665], [-0.821, -17.555, 20.125], [-2.117, -18.020, 21.272], [-0.145, -18.376, 19.888], [-0.225, -16.732, 20.518], [4.685, -18.759, 22.668], [5.794, -17.793, 21.592], [5.577, -16.079, 21.794], [6.819, -17.999, 21.900], [5.670, -18.090, 20.551]], "lowdin_charge": [0.026, -0.421, 0.044, 0.052, 0.102, 0.103, 0.095, 0.021, -0.459, 0.089, 0.042, 0.100, 0.101, 0.106, 0.039, -0.463, 0.064, 0.069, 0.097, 0.095, 0.099, 0.033, -0.456, 0.059, 0.072, 0.092, 0.103, 0.096, 0.034, -0.464, 0.047, 0.084, 0.097, 0.099, 0.104, 0.039, -0.475, 0.052, 0.073, 0.109, 0.104, 0.099, 0.025, -0.431, 0.032, 0.076, 0.096, 0.100, 0.102, 0.472, -0.991, 0.461, 0.030, 0.028, 0.447, -1.017, 0.517, 0.022, 0.031]}